145
Properties=species:S:1:pos:R:3:forces:R:3 method="wB97M-V/def2-TZVPD" total_charge=0 gap_ev=6.67 molar_mass_g_mol=1154.75 homo_energy_ev=-7.97
C -3.68511 -2.95193 3.69600 -1.0 0.0 0.7
C -4.91099 -1.94476 3.28579 0.5 -0.4 1.3
N -5.01943 -1.85064 1.77673 1.5 1.5 -0.3
C -3.78840 -1.24065 1.13751 2.8 0.7 -1.7
C -2.79698 -2.02259 0.07730 -1.1 2.4 1.5
C -3.11866 -3.61978 -0.30636 -0.4 2.2 0.8
C -2.16161 -4.50689 0.67053 -0.6 0.0 0.3
C -1.64460 -5.93909 0.09388 0.6 -0.4 2.8
Cl -1.37807 -6.05298 -1.72925 -0.4 0.1 1.3
C -1.47055 -1.29071 -0.63161 -1.1 3.5 2.4
C -0.49547 -2.08387 -1.73501 -0.2 -0.4 0.8
S -0.80708 -1.32339 -3.45717 0.5 -0.3 0.1
C 0.58376 -1.77268 -4.63747 1.5 -0.2 -1.2
C 1.88913 -0.73866 -4.54500 0.2 0.0 0.8
C -1.14310 0.27552 -0.20282 -1.4 -2.1 -0.1
C 0.15359 1.14280 -0.78574 -1.2 -0.7 0.4
C 1.45651 0.86080 0.17447 -1.1 0.9 1.2
C 1.12960 -0.07006 1.50351 1.1 0.4 -0.2
I 3.05305 -0.20070 -0.93059 -0.6 0.5 0.5
C -2.09504 1.07363 0.89491 -1.7 0.3 1.4
N -1.95763 2.48218 1.45062 -1.6 -4.3 -1.0
S -3.26616 2.84340 2.54864 1.4 -5.5 -3.3
N -4.08566 1.29531 2.48471 2.5 -1.8 -3.0
C -3.41149 0.32453 1.52988 1.4 2.7 0.5
H -2.64102 -2.63458 3.27294 -2.1 -0.6 0.7
H -4.01664 -4.04137 3.35042 1.0 2.3 0.7
H -3.60078 -2.94086 4.87800 -0.1 -0.1 -2.6
H -5.91589 -2.41193 3.71738 2.1 1.0 -1.2
H -4.78297 -0.88687 3.81217 -0.1 -2.1 -1.2
H -5.80818 -1.19357 1.57526 0.9 -0.8 0.0
H -2.91090 -3.70004 -1.45256 -0.3 -0.2 2.2
H -4.28101 -3.75710 -0.06661 2.7 0.1 -0.6
H -1.25802 -3.84525 1.02083 -1.6 -1.4 -0.8
H -2.80492 -4.74181 1.64744 1.5 0.5 -2.2
H -2.34896 -6.79662 0.53483 1.4 1.8 -1.7
H -0.58031 -6.14369 0.59599 -2.5 0.5 -1.3
H -0.76856 -3.21880 -1.84417 0.4 2.2 0.6
H 0.64010 -2.02074 -1.45809 -2.2 0.2 -0.4
H 0.16115 -1.63501 -5.73796 0.4 -0.4 2.5
H 0.93138 -2.90503 -4.54960 -0.8 2.4 0.0
H 2.89557 -1.31237 -4.26822 -2.3 1.2 -0.6
H 2.06506 -0.13431 -5.53331 -0.4 -1.3 1.8
H 1.69006 0.04331 -3.68307 0.5 -1.6 -1.8
H 0.36492 0.84313 -1.89900 -0.5 0.5 2.2
H -0.19005 2.27901 -0.75166 0.9 -2.4 0.1
H 1.91389 1.90478 0.47948 -0.8 -2.4 -0.6
H 2.13250 -0.14943 2.10673 -1.9 0.1 -1.2
H 0.84510 -1.15559 1.17003 0.3 2.2 0.7
H 0.33658 0.40697 2.22230 1.4 -1.0 -1.7
C 3.16039 5.57173 0.22637 0.0 0.0 0.1
C 3.43436 4.28555 0.88893 0.4 -0.9 0.4
N 3.65079 3.26936 1.41250 -0.4 1.6 -0.7
H 3.87877 6.34209 0.52590 0.0 -0.3 0.1
H 3.21506 5.48474 -0.86395 0.0 -0.2 0.3
H 2.16156 5.94819 0.47107 0.4 -0.4 0.0
C -3.51160 -2.29199 8.64584 -0.2 0.1 0.2
C -2.58645 -2.58202 7.53756 0.8 -0.2 -0.9
N -1.85555 -2.81114 6.66184 -1.3 0.4 1.6
H -4.20858 -3.11897 8.81779 0.2 0.0 -0.2
H -2.97587 -2.11971 9.58534 0.1 -0.1 -0.3
H -4.11267 -1.39827 8.44773 0.2 -0.1 -0.2
C 2.72542 1.22449 5.12802 0.2 0.1 0.0
C 1.58151 0.36000 4.79272 -1.0 -0.8 -0.1
N 0.67766 -0.32298 4.52776 1.5 1.1 0.6
H 2.51073 1.86243 5.99184 -0.2 -0.2 -0.1
H 3.61747 0.63817 5.37257 -0.3 -0.1 -0.1
H 2.99076 1.88520 4.29596 -0.2 -0.2 0.0
C -0.92263 7.78825 1.73109 -0.3 -0.1 0.2
C 0.00252 7.49823 0.62281 0.6 -0.2 -0.9
N 0.73343 7.26910 -0.25290 -1.4 0.6 1.3
H -1.61961 6.96127 1.90305 0.2 0.0 -0.3
H -0.38690 7.96053 2.67059 0.1 0.0 -0.3
H -1.52370 8.68198 1.53298 0.3 -0.2 -0.2
C 6.66256 2.15880 0.45537 -0.2 -0.1 0.1
C 8.08886 2.52262 0.49561 1.2 0.3 0.0
N 9.21580 2.81001 0.52736 -1.8 -0.5 0.0
H 6.39866 1.46722 1.26241 0.3 0.1 -0.1
H 6.01782 3.03797 0.55889 0.4 -0.2 -0.1
H 6.39582 1.67148 -0.48837 0.2 0.2 0.1
C 5.62588 6.85396 -2.64601 0.0 0.1 -0.1
C 5.89985 5.56779 -1.98345 0.3 -1.1 0.6
N 6.11628 4.55160 -1.45988 -0.4 1.7 -0.9
H 6.34426 7.62432 -2.34648 0.0 -0.3 0.1
H 5.68055 6.76698 -3.73633 0.1 -0.2 0.3
H 4.62705 7.23043 -2.40130 0.1 -0.2 0.1
C 2.23973 -4.17242 0.08985 0.1 0.1 -0.1
C 1.67664 -4.98877 1.17834 -0.4 -0.6 0.9
N 1.23173 -5.63370 2.03841 0.7 1.0 -1.4
H 3.29972 -3.95293 0.25568 -0.2 -0.1 0.2
H 2.16183 -4.67935 -0.87778 -0.1 -0.1 0.3
H 1.72164 -3.21233 -0.00541 0.0 -0.2 0.2
C 4.99262 -2.83088 -6.23706 0.1 0.1 -0.2
C 4.65291 -3.28544 -4.87828 -0.3 -0.4 1.2
N 4.38457 -3.64465 -3.80471 0.4 0.6 -1.8
H 4.56225 -3.48574 -7.00203 0.0 0.0 0.3
H 4.61995 -1.81935 -6.43015 0.0 -0.2 0.3
H 6.07559 -2.81286 -6.39870 -0.2 -0.1 0.3
C 2.56836 7.40851 -5.75898 -0.2 0.2 0.1
C 3.99466 7.77234 -5.71874 1.1 0.4 -0.1
N 5.12160 8.05972 -5.68698 -1.8 -0.5 0.0
H 2.30446 6.71694 -4.95193 0.3 0.2 -0.3
H 1.92362 8.28769 -5.65545 0.3 0.1 0.0
H 2.30162 6.92119 -6.70271 0.3 0.1 0.2
C -6.75746 3.89399 0.38493 -0.1 -0.2 -0.1
C -6.00185 5.09278 0.78524 0.7 1.1 0.4
N -5.40483 6.03998 1.10144 -1.0 -1.6 -0.5
H -6.09450 3.09770 0.03047 0.1 0.3 0.1
H -7.33786 3.48465 1.21856 0.2 0.2 0.0
H -7.46275 4.11174 -0.42404 0.2 0.2 0.2
C 1.07455 11.23258 -1.39244 0.1 0.1 -0.2
C 0.73484 10.77802 -0.03366 -0.3 -0.4 1.2
N 0.46650 10.41881 1.03992 0.5 0.8 -1.9
H 0.64418 10.57772 -2.15740 0.0 0.0 0.3
H 0.70188 12.24410 -1.58552 0.0 -0.2 0.3
H 2.15752 11.25059 -1.55408 -0.2 -0.1 0.3
C 1.13304 -3.59880 6.38097 -0.1 0.0 0.0
C 2.55934 -3.23498 6.42121 1.2 0.3 0.0
N 3.68628 -2.94759 6.45296 -1.8 -0.4 0.0
H 0.86914 -4.29038 7.18801 0.3 0.1 -0.1
H 0.48830 -2.71963 6.48450 0.4 -0.1 -0.1
H 0.86630 -4.08612 5.43723 0.2 0.2 0.1
C 0.42460 2.46440 -5.95137 -0.1 -0.2 -0.1
C 1.18021 3.66319 -5.55106 0.7 1.0 0.4
N 1.77723 4.61039 -5.23486 -1.1 -2.0 -0.5
H 1.08757 1.66811 -6.30583 0.0 0.3 0.1
H -0.15579 2.05506 -5.11774 0.2 0.2 0.0
H -0.28068 2.68215 -6.76033 0.2 0.2 0.2
C -5.13945 -4.67348 -3.56487 0.1 -0.2 -0.1
C -5.75840 -3.45861 -3.00872 -0.5 1.1 0.5
N -6.24745 -2.49878 -2.56922 0.8 -1.6 -0.7
H -5.88406 -5.33402 -4.02147 0.0 0.3 0.1
H -4.40192 -4.43393 -4.33818 -0.2 0.2 0.2
H -4.62227 -5.25355 -2.79331 -0.1 0.3 0.0
C 0.44435 -8.91619 0.63936 0.2 0.1 0.1
C -0.69956 -9.78069 0.30407 -1.0 -0.7 -0.3
N -1.60341 -10.46366 0.03911 1.4 1.2 0.4
H 0.22966 -8.27825 1.50318 -0.1 -0.2 -0.1
H 1.33641 -9.50252 0.88391 -0.3 -0.1 -0.1
H 0.70969 -8.25548 -0.19270 -0.2 -0.2 0.0
C -4.69066 -8.97770 0.21679 0.1 -0.2 -0.1
C -5.30960 -7.76283 0.77294 -0.6 1.0 0.5
N -5.79866 -6.80300 1.21243 0.8 -1.5 -0.7
H -5.43527 -9.63824 -0.23981 0.0 0.3 0.1
H -3.95312 -8.73815 -0.55652 -0.1 0.1 0.2
H -4.17347 -9.55778 0.98834 -0.1 0.3 -0.1

136
Properties=species:S:1:pos:R:3:forces:R:3 method="wB97M-V/def2-TZVPD" total_charge=-1 gap_ev=6.78 molar_mass_g_mol=928.11 homo_energy_ev=-4.84
C -2.91749 6.13757 -4.59515 0.3 -0.3 -0.4
C -2.97541 4.83069 -5.39231 -0.1 0.4 0.9
C -2.20128 3.71577 -4.68920 0.0 0.2 -0.8
N -0.77083 3.73068 -5.01629 -0.1 -0.7 1.3
Nb 0.48879 2.75929 -3.64148 -0.6 1.2 0.7
C 1.39769 1.40557 -5.26483 0.6 0.5 0.6
C 2.85037 1.12846 -5.24138 0.2 -0.3 -0.1
N 3.75329 1.89847 -4.78748 0.2 0.4 0.2
C 1.64791 1.53622 -2.08248 -0.8 -0.3 -0.1
C 0.81678 0.83648 -0.97487 0.4 -0.2 0.2
C 1.02117 1.44119 0.39006 -0.6 -1.0 -0.3
O 0.87014 2.59109 0.64403 0.1 1.3 0.4
N 1.39733 0.53750 1.44706 0.6 0.0 -0.1
C 2.70896 0.87829 1.96731 0.0 0.0 -0.1
C 2.99154 0.83219 3.31734 0.4 0.1 0.4
C 4.25167 1.20865 3.78078 0.3 0.1 -0.2
C 5.24733 1.64170 2.91356 -0.5 -0.2 -0.3
C 4.96761 1.67040 1.55246 -0.5 -0.2 0.1
C 3.71544 1.28350 1.08638 0.3 0.1 0.2
O -0.00601 3.95140 -2.10871 1.2 -0.4 -1.8
C 0.25790 5.34313 -2.07145 -0.6 -0.1 0.8
C 0.78438 5.71065 -0.68652 -0.1 0.4 0.2
C 0.31922 7.11272 -0.28866 0.4 0.0 -0.6
C 2.26007 5.43055 -0.40747 0.0 -0.1 -0.2
C 3.39167 6.18715 -1.10870 0.0 0.2 -0.2
C 3.34944 7.71002 -0.99244 0.0 -0.2 -0.1
C 3.63748 5.81263 -2.56775 0.5 0.2 0.4
H -3.28360 5.97357 -3.58898 -0.1 0.1 0.3
H -3.49346 6.93076 -5.06298 -0.1 0.1 -0.1
H -1.88479 6.46900 -4.54053 0.2 0.2 0.2
H -4.02152 4.53703 -5.45790 -0.2 -0.1 -0.3
H -2.55244 5.00053 -6.37539 -0.1 -0.2 -0.4
H -2.37589 3.77906 -3.61190 -0.1 0.1 0.2
H -2.62070 2.76584 -5.00564 0.1 -0.3 0.0
H -0.45456 4.69561 -5.09475 0.1 0.0 -0.1
H 1.91799 3.83127 -3.99455 0.2 0.0 -0.4
H -0.88634 1.52707 -3.36910 0.0 -0.5 -0.3
H 1.21563 1.96969 -6.17876 -0.3 0.1 -0.2
H 0.86614 0.45939 -5.31116 -0.3 -0.1 -0.1
H 3.18455 0.17652 -5.67228 -0.2 -0.3 -0.1
H 4.66382 1.47309 -4.94544 0.1 0.0 0.0
H 2.28401 0.79395 -2.55630 0.1 -0.1 -0.1
H 2.31175 2.28193 -1.64624 0.1 0.3 0.0
H 1.13411 -0.20524 -0.91923 -0.2 -0.3 -0.1
H -0.24306 0.85130 -1.20902 -0.2 0.1 0.0
H 1.41319 -0.40604 1.08333 0.3 -0.1 -0.1
H 2.26692 0.52190 4.05317 -0.3 -0.1 -0.1
H 4.47678 1.17138 4.83347 -0.1 0.0 0.2
H 6.21612 1.95261 3.26358 0.1 0.0 0.2
H 5.70276 2.00928 0.83955 0.2 0.1 -0.1
H 3.53684 1.31608 0.02345 -0.2 0.0 -0.2
H -0.69935 5.86104 -2.18788 -0.2 0.1 -0.1
H 0.89616 5.68274 -2.88173 0.2 -0.1 -0.1
H 0.24364 5.03615 -0.02872 0.0 -0.3 0.1
H 0.64857 7.84664 -1.02007 0.0 0.2 -0.1
H 0.73865 7.41284 0.66584 -0.1 0.0 0.3
H -0.76461 7.14205 -0.28006 -0.2 0.1 0.2
H 2.40725 5.56142 0.66466 0.0 0.0 0.2
H 2.41711 4.36813 -0.58603 0.0 -0.2 0.0
H 4.30303 5.88388 -0.59313 0.1 -0.2 0.3
H 4.32865 8.09954 -1.25303 0.2 0.2 0.0
H 2.64793 8.14187 -1.70086 -0.2 0.1 -0.1
H 3.08403 8.05090 0.00215 0.0 0.1 0.2
H 2.91701 6.25072 -3.24645 -0.3 -0.2 -0.2
H 3.70688 4.73967 -2.69934 -0.3 -0.2 -0.2
H 4.60931 6.22184 -2.84599 0.1 0.1 -0.2
N -0.87164 -2.04365 1.96503 0.0 -0.1 -0.1
C -0.65706 -2.67799 3.15152 0.1 0.1 0.1
C -1.65460 -3.59616 3.33009 -0.1 -0.1 0.0
C -2.50575 -3.50846 2.19279 0.0 -0.1 0.0
C -1.99306 -2.53642 1.36699 0.0 0.0 0.0
H -0.28062 -1.31828 1.60119 -0.1 0.2 0.0
H 0.18883 -2.41332 3.76310 0.0 -0.1 0.0
H -1.76593 -4.25196 4.17789 0.0 0.0 0.0
H -3.39827 -4.08650 2.00722 -0.1 0.1 0.1
H -2.32913 -2.15892 0.41628 0.0 0.0 0.0
N -3.58164 -5.79585 -0.24029 0.0 -0.1 0.0
C -4.13488 -6.92273 0.30728 0.0 0.1 0.0
C -4.81405 -7.58000 -0.68334 0.0 0.0 0.0
C -4.66139 -6.82008 -1.87548 0.0 0.0 0.0
C -3.89458 -5.72786 -1.56876 0.0 0.0 0.0
H -3.02899 -5.12093 0.25799 0.1 0.1 0.0
H -3.99900 -7.15937 1.34967 0.0 0.0 0.0
H -5.35895 -8.50169 -0.56779 0.0 0.0 0.0
H -5.06812 -7.05004 -2.84621 0.0 0.0 0.0
H -3.54795 -4.91149 -2.17964 0.0 0.0 0.0
N -6.10697 -3.23680 -6.20811 0.0 0.0 0.0
C -6.67355 -3.36844 -4.96931 0.0 0.0 -0.1
C -5.98134 -4.33603 -4.29313 0.0 0.0 0.0
C -4.95667 -4.80761 -5.15967 0.0 0.0 0.0
C -5.06095 -4.10909 -6.33221 0.0 0.0 0.0
H -6.41000 -2.59557 -6.91636 0.0 0.0 0.0
H -7.51208 -2.76142 -4.67525 0.0 0.0 0.0
H -6.18157 -4.66826 -3.28824 0.0 0.0 0.0
H -4.22503 -5.56873 -4.94414 0.0 0.0 0.0
H -4.48009 -4.15384 -7.23701 0.0 0.0 0.0
N 6.95841 0.10985 -1.15086 0.0 0.0 0.0
C 6.58942 0.74425 -2.30542 0.0 0.0 0.0
C 7.36896 0.25040 -3.31753 0.0 0.0 0.0
C 8.23710 -0.72375 -2.75072 0.0 0.0 0.0
C 7.95730 -0.78810 -1.41253 0.0 0.0 0.1
H 6.55360 0.27554 -0.24746 -0.1 0.0 0.0
H 5.80606 1.48557 -2.31178 0.0 0.0 0.0
H 7.32150 0.55029 -4.35110 0.0 0.0 0.0
H 8.97896 -1.30948 -3.26744 0.0 0.0 0.0
H 8.38014 -1.39228 -0.62836 0.0 0.0 0.0
N -1.07287 -7.35999 2.74258 0.0 0.0 0.1
C -1.62850 -7.48486 3.98640 0.0 0.1 -0.1
C -0.93042 -8.44718 4.66512 0.0 0.0 0.0
C 0.08998 -8.91948 3.79599 0.0 0.0 0.0
C -0.02530 -8.22839 2.61977 0.0 0.0 -0.1
H -1.38583 -6.72660 2.02956 0.0 0.1 0.0
H -2.46975 -6.88045 4.28055 0.0 0.0 0.0
H -1.12729 -8.77503 5.67194 0.0 0.0 0.0
H 0.82357 -9.67799 4.01065 0.0 0.0 0.0
H 0.54695 -8.27980 1.70982 0.0 0.0 0.0
N -4.69465 -3.81173 5.44426 0.0 0.0 0.1
C -4.11475 -4.43154 6.51689 0.0 0.0 -0.1
C -4.52179 -3.77884 7.64919 0.0 0.0 0.0
C -5.38208 -2.72285 7.24175 0.0 0.0 0.0
C -5.46758 -2.77053 5.87636 0.0 0.0 0.0
H -4.56401 -4.07483 4.48535 0.0 0.1 0.0
H -3.46378 -5.27902 6.38423 0.0 0.0 0.0
H -4.23348 -4.02735 8.65656 0.0 0.0 0.0
H -5.87693 -2.00902 7.87816 0.0 0.0 0.0
H -6.00743 -2.15429 5.17862 0.0 0.0 0.0
N 0.23924 1.31932 6.27514 0.1 -0.1 0.1
C 0.46213 1.79385 7.53871 0.0 0.1 -0.1
C 0.35031 0.74484 8.41089 0.0 0.0 0.0
C 0.05021 -0.41262 7.64277 0.0 0.0 0.0
C -0.00744 -0.02578 6.33145 0.0 0.1 -0.2
H 0.25635 1.87343 5.43796 0.0 0.0 0.0
H 0.67918 2.83436 7.70811 0.0 0.0 0.0
H 0.46954 0.80010 9.47984 0.0 0.0 0.0
H -0.10462 -1.41299 8.01028 0.0 0.0 0.0
H -0.20909 -0.58650 5.43465 -0.1 0.0 0.0